C40H46BrI2MgN6O2S | wB97M-V/def2-TZVPD

CARTESIAN COORDINATES (ANGSTROEM)
Mg: 0.780 0.514 0.006
I: -3.221 1.692 -2.340
C: -2.785 2.829 -0.648
C: -3.624 3.893 -0.292
C: -3.369 4.663 0.807
I: -4.761 6.143 1.329
C: -2.216 4.433 1.600
C: -1.847 5.174 2.743
C: -0.704 4.851 3.421
C: 0.089 3.788 2.954
N: -0.227 3.073 1.904
C: -1.361 3.365 1.232
C: -1.670 2.473 0.113
O: -0.943 1.449 -0.080
H: -4.498 4.091 -0.899
H: -2.473 5.992 3.074
H: -0.403 5.404 4.301
H: 1.011 3.517 3.460
Br: 4.803 0.695 5.645
C: 3.669 0.577 4.106
C: 2.826 -0.507 3.964
C: 2.001 -0.565 2.842
C: 1.967 0.417 1.844
C: 2.870 1.476 2.045
C: 3.712 1.575 3.150
H: 2.819 -1.295 4.708
H: 1.377 -1.453 2.737
H: 2.930 2.272 1.307
H: 4.391 2.412 3.262
C: -6.641 2.040 1.181
C: -5.330 1.381 1.512
C: -4.510 1.885 2.514
C: -3.262 1.328 2.754
C: -2.837 0.245 2.000
C: -3.648 -0.284 1.012
C: -4.889 0.283 0.776
S: -1.160 -0.322 2.272
C: -1.566 -1.594 3.484
O: -0.717 -1.088 1.052
H: -6.742 2.993 1.700
H: -7.485 1.404 1.458
H: -6.710 2.229 0.109
H: -4.826 2.757 3.074
H: -2.598 1.766 3.490
H: -3.285 -1.099 0.400
H: -5.506 -0.100 -0.028
H: -2.314 -2.272 3.075
H: -1.942 -1.096 4.376
H: -0.642 -2.122 3.711
C: -1.432 -4.905 -0.421
C: -1.611 -5.084 -1.926
C: -0.263 -5.233 -2.626
C: -2.440 -3.953 -2.545
N: -1.709 -2.706 -2.667
C: -1.252 -1.860 -1.736
N: -0.520 -0.948 -2.321
N: -0.538 -1.246 -3.635
N: -1.241 -2.294 -3.857
H: -0.922 -5.769 0.006
H: -2.393 -4.791 0.086
H: -0.823 -4.030 -0.196
H: -2.202 -5.992 -2.089
H: 0.375 -4.368 -2.431
H: -0.380 -5.325 -3.706
H: 0.261 -6.116 -2.257
H: -3.341 -3.775 -1.954
H: -2.739 -4.211 -3.560
H: -1.448 -1.912 -0.678
C: 6.183 -1.936 -2.741
C: 4.851 -1.792 -2.047
C: 4.331 -2.851 -1.312
C: 3.079 -2.707 -0.709
C: 2.500 -3.820 0.123
C: 2.391 -1.522 -0.857
C: 2.907 -0.377 -1.536
C: 4.163 -0.589 -2.157
N: 2.157 0.750 -1.478
C: 2.303 1.913 -2.347
C: 1.479 3.037 -1.710
C: 3.730 2.471 -2.521
C: 1.714 1.602 -3.730
H: 6.681 -2.861 -2.447
H: 6.844 -1.102 -2.500
H: 6.058 -1.952 -3.827
H: 4.884 -3.779 -1.216
H: 2.718 -4.800 -0.306
H: 1.419 -3.714 0.220
H: 2.919 -3.799 1.133
H: 1.382 -1.512 -0.454
H: 4.639 0.199 -2.716
H: 1.891 3.307 -0.733
H: 0.444 2.724 -1.578
H: 1.479 3.926 -2.345
H: 4.259 2.488 -1.566
H: 3.670 3.494 -2.902
H: 4.314 1.901 -3.240
H: 0.665 1.324 -3.627
H: 2.239 0.755 -4.177
H: 1.796 2.460 -4.405

Values from the calculation:
LUMO level	1.87	eV
HOMO-LUMO gap	5.53	eV
charge	-1

=====

C40H46CoN4OS3Si | wB97M-V/def2-TZVPD

CARTESIAN COORDINATES (ANGSTROEM)
Co: 0.431 0.694 -1.199
C: 2.869 4.125 0.245
C: 2.506 2.755 -0.256
N: 1.282 2.355 -0.282
N: 0.297 3.245 0.178
C: -0.728 3.264 -0.605
S: -0.902 2.356 -2.094
S: -2.103 4.262 -0.198
C: -1.521 5.100 1.298
C: -1.468 4.246 2.537
C: -2.640 3.759 3.105
C: -2.611 3.012 4.274
C: -1.400 2.760 4.906
C: -0.223 3.247 4.350
C: -0.257 3.974 3.167
C: 3.577 1.876 -0.758
C: 4.909 2.321 -0.633
C: 5.974 1.620 -1.147
C: 5.727 0.433 -1.836
C: 4.442 -0.035 -1.980
C: 3.341 0.656 -1.443
O: 2.145 0.102 -1.601
H: 1.989 4.663 0.574
H: 3.352 4.690 -0.554
H: 3.581 4.057 1.068
H: -2.250 5.902 1.431
H: -0.555 5.560 1.098
H: -3.592 3.982 2.634
H: -3.536 2.653 4.709
H: -1.381 2.214 5.842
H: 0.724 3.095 4.858
H: 0.659 4.362 2.737
H: 5.110 3.253 -0.126
H: 6.981 1.995 -1.031
H: 6.550 -0.126 -2.264
H: 4.246 -0.962 -2.501
N: 1.165 -1.341 3.778
C: -0.164 -0.627 3.838
C: -0.627 -0.403 2.410
N: 0.331 0.328 1.581
C: 1.673 -0.241 1.643
C: 2.180 -0.492 3.051
H: 1.038 -2.224 3.272
H: 1.494 -1.573 4.712
H: 0.012 0.300 4.380
H: -0.855 -1.258 4.395
H: -1.581 0.123 2.428
H: -0.814 -1.377 1.959
H: 0.318 1.319 1.813
H: 2.379 0.406 1.128
H: 1.671 -1.187 1.093
H: 2.269 0.427 3.631
H: 3.129 -1.024 3.059
C: 2.412 -4.797 -3.149
S: 2.517 -3.054 -2.713
C: 2.174 -2.307 -4.314
H: 3.088 -5.042 -3.968
H: 1.394 -5.076 -3.426
H: 2.710 -5.377 -2.277
H: 1.255 -2.704 -4.739
H: 3.000 -2.463 -5.006
H: 2.044 -1.238 -4.144
C: -5.639 0.757 0.106
C: -4.475 1.322 0.610
C: -3.238 0.839 0.211
C: -3.133 -0.222 -0.689
C: -4.317 -0.764 -1.203
C: -5.558 -0.283 -0.809
Si: -1.517 -1.005 -1.192
C: -1.569 -1.563 -2.964
C: -1.948 -0.679 -3.982
C: -2.054 -1.112 -5.295
C: -1.790 -2.439 -5.611
C: -1.415 -3.330 -4.614
C: -1.292 -2.893 -3.302
C: -1.146 -2.478 -0.084
C: -2.160 -3.073 0.674
C: -1.878 -4.105 1.563
C: -0.575 -4.562 1.712
C: 0.445 -3.995 0.953
C: 0.157 -2.964 0.067
H: -6.606 1.137 0.412
H: -4.529 2.154 1.299
H: -2.345 1.341 0.573
H: -4.272 -1.570 -1.928
H: -6.460 -0.715 -1.224
H: -2.179 0.354 -3.744
H: -2.351 -0.418 -6.071
H: -1.880 -2.779 -6.635
H: -1.217 -4.366 -4.860
H: -0.991 -3.596 -2.534
H: -3.180 -2.714 0.595
H: -2.679 -4.553 2.138
H: -0.360 -5.375 2.395
H: 1.458 -4.375 1.029
H: 0.952 -2.546 -0.540

Values from the calculation:
LUMO level (alpha / beta)	-2.76 / -3.87	eV
HOMO-LUMO gap (alpha / beta)	6.59 / 6.26	eV
charge	+1
multiplicity	5

=====

C40H46IrN8P2S3 | wB97M-V/def2-TZVPD

CARTESIAN COORDINATES (ANGSTROEM)
Ir: 1.583 0.852 -0.523
C: -2.475 1.157 -2.112
N: -1.144 0.931 -1.533
P: 0.280 0.524 -2.302
C: 0.049 0.421 -4.076
C: -0.498 1.564 -4.679
C: -0.738 1.582 -6.040
C: -0.388 0.485 -6.824
C: 0.196 -0.629 -6.240
C: 0.410 -0.672 -4.870
C: 1.261 2.243 -2.243
C: 2.362 2.347 -3.123
C: 2.820 3.577 -3.544
C: 2.201 4.741 -3.084
C: 1.106 4.669 -2.227
C: 0.634 3.434 -1.820
P: -0.615 1.021 0.112
C: -1.192 2.499 0.951
C: -0.457 2.825 2.098
C: -0.802 3.935 2.854
C: -1.877 4.729 2.467
C: -2.614 4.401 1.337
C: -2.281 3.284 0.581
C: -1.527 -0.326 0.908
C: -0.980 -1.714 1.142
C: -2.023 -2.789 1.039
C: -3.326 -2.504 1.274
C: -3.740 -1.159 1.467
C: -2.841 -0.099 1.209
H: -2.661 2.218 -2.270
H: -3.244 0.747 -1.457
H: -2.543 0.661 -3.077
H: -0.745 2.440 -4.089
H: -1.185 2.457 -6.495
H: -0.561 0.507 -7.893
H: 0.489 -1.473 -6.852
H: 0.874 -1.552 -4.450
H: 2.818 1.447 -3.522
H: 3.646 3.642 -4.241
H: 2.563 5.707 -3.415
H: 0.609 5.575 -1.902
H: -0.249 3.397 -1.196
H: 0.362 2.184 2.421
H: -0.242 4.181 3.748
H: -2.144 5.600 3.051
H: -3.458 5.013 1.045
H: -2.880 3.046 -0.288
H: -0.112 -1.919 0.514
H: -1.681 -3.810 0.906
H: -4.062 -3.298 1.306
H: -4.769 -0.936 1.716
H: -3.234 0.914 1.203
N: 2.595 2.501 0.761
N: 3.451 1.987 1.745
C: 3.369 0.705 2.101
N: 4.137 0.286 3.092
S: 2.299 -0.405 1.354
H: 3.126 3.099 0.136
H: 1.861 3.061 1.190
H: 4.010 2.637 2.280
H: 4.744 0.898 3.618
H: 4.134 -0.689 3.350
C: 5.164 1.371 -1.200
C: 4.504 0.120 -1.680
N: 3.221 -0.169 -1.571
C: 2.929 -1.430 -2.091
C: 4.006 -2.044 -2.635
S: 5.396 -1.076 -2.496
C: 1.622 -2.132 -2.021
C: 1.559 -3.482 -1.950
S: -0.044 -4.036 -2.134
C: -0.609 -2.442 -2.286
N: 0.360 -1.553 -2.180
C: -2.051 -2.155 -2.541
H: 4.420 2.146 -1.040
H: 5.877 1.739 -1.938
H: 5.717 1.192 -0.276
H: 4.041 -3.000 -3.137
H: 2.377 -4.174 -1.810
H: -2.223 -2.022 -3.613
H: -2.367 -1.258 -2.019
H: -2.671 -2.985 -2.205
N: -0.421 -1.736 2.558
C: -0.833 -2.282 3.530
N: -1.174 -2.827 4.611
C: -2.179 -2.193 5.538
C: -3.368 -3.127 5.692
C: -2.923 -4.521 6.135
C: -1.907 -5.114 5.159
C: -0.701 -4.203 5.001
H: -2.447 -1.220 5.131
H: -1.658 -2.050 6.485
H: -3.910 -3.183 4.743
H: -4.046 -2.685 6.423
H: -3.788 -5.178 6.212
H: -2.483 -4.467 7.136
H: -2.369 -5.277 4.180
H: -1.550 -6.082 5.509
H: 0.002 -4.546 4.246
H: -0.173 -4.075 5.946

Values from the calculation:
LUMO level (alpha / beta)	-10.31 / -11.24	eV
HOMO-LUMO gap (alpha / beta)	7.42 / 7.12	eV
charge	+4
multiplicity	2

=====

C40H46N3O2 | wB97M-V/def2-TZVPD

CARTESIAN COORDINATES (ANGSTROEM)
C: -5.141 4.161 -3.120
C: -4.632 4.537 -1.873
C: -3.374 4.092 -1.463
C: -2.600 3.301 -2.318
C: -1.179 2.934 -1.891
C: -0.176 3.915 -2.497
C: 1.110 3.949 -1.953
C: 2.101 4.763 -2.497
C: 1.824 5.518 -3.644
C: 0.535 5.504 -4.187
C: -0.473 4.747 -3.584
C: -0.780 1.492 -2.280
C: -1.895 0.449 -2.281
C: -1.172 -0.901 -2.267
C: 0.318 -0.599 -2.157
N: 0.344 0.755 -1.446
C: -3.080 2.976 -3.594
C: -4.373 3.361 -3.972
H: -6.135 4.485 -3.432
H: -5.212 5.177 -1.207
H: -2.967 4.369 -0.485
H: -1.132 3.013 -0.799
H: 1.300 3.344 -1.063
H: 3.085 4.792 -2.023
H: 2.610 6.108 -4.111
H: 0.300 6.088 -5.077
H: -1.489 4.799 -3.985
H: -0.348 1.526 -3.296
H: -2.572 0.595 -1.424
H: -2.489 0.566 -3.198
H: -1.517 -1.514 -1.430
H: -1.366 -1.477 -3.176
H: 0.911 -1.338 -1.622
H: 0.761 -0.470 -3.149
H: 1.245 1.226 -1.611
H: -2.434 2.451 -4.307
H: -4.760 3.040 -4.940
C: 3.891 5.449 2.454
O: 2.465 5.415 2.183
C: 1.933 4.255 1.716
C: 0.521 4.117 1.720
C: -0.064 2.937 1.286
C: 0.702 1.931 0.683
C: 0.107 0.675 0.012
C: 0.727 -0.532 0.688
C: 0.219 -1.800 0.707
N: 0.839 -2.878 1.273
C: 0.212 -4.198 1.176
C: -1.182 -4.253 1.803
C: -1.810 -5.623 1.696
C: -2.380 -6.222 2.824
C: -2.820 -7.546 2.761
C: -2.728 -8.252 1.552
C: -2.234 -7.621 0.402
C: -1.798 -6.295 0.470
C: 1.201 -5.078 1.931
O: 1.212 -6.304 1.977
N: 2.105 -4.251 2.539
C: 3.144 -4.783 3.394
C: 1.987 -2.834 2.199
C: 3.296 -2.347 1.543
C: 1.671 -2.021 3.465
C: 2.103 2.049 0.717
C: 2.720 3.184 1.239
H: 4.023 6.416 2.937
H: 4.196 4.633 3.128
H: 4.480 5.396 1.526
H: -0.081 4.946 2.079
H: -1.149 2.813 1.379
H: -0.979 0.681 0.141
H: 1.603 -0.337 1.311
H: -0.740 -2.050 0.235
H: 0.197 -4.513 0.117
H: -1.078 -3.973 2.864
H: -1.835 -3.504 1.328
H: -2.435 -5.649 3.753
H: -3.224 -8.026 3.654
H: -3.036 -9.297 1.506
H: -2.173 -8.157 -0.548
H: -1.413 -5.783 -0.416
H: 3.075 -5.873 3.380
H: 4.135 -4.468 3.044
H: 3.020 -4.437 4.429
H: 3.738 -3.172 0.968
H: 3.136 -1.486 0.888
H: 4.008 -2.063 2.328
H: 0.840 -2.497 4.003
H: 2.557 -2.008 4.113
H: 1.401 -0.988 3.225
H: 2.736 1.246 0.331
H: 3.812 3.241 1.244

Values from the calculation:
LUMO level	-2.11	eV
HOMO-LUMO gap	8.48	eV
charge	+1

=====

C40H46N4O2SSeTi | wB97M-V/def2-TZVPD

CARTESIAN COORDINATES (ANGSTROEM)
Ti: -0.140 -0.116 0.008
C: 5.915 -2.620 -3.845
C: 4.778 -3.569 -3.445
C: 4.480 -4.489 -4.627
C: 5.238 -4.436 -2.265
C: 3.558 -2.749 -3.028
C: 3.646 -1.882 -1.941
C: 2.548 -1.148 -1.545
Se: 2.667 -0.013 0.003
C: 2.376 -1.308 1.409
C: 3.332 -2.273 1.653
C: 3.140 -3.218 2.656
C: 1.967 -3.127 3.391
C: 0.971 -2.168 3.185
C: 1.190 -1.226 2.168
O: 0.293 -0.276 1.858
C: -0.272 -2.246 4.086
C: -0.939 -3.618 3.894
C: 0.173 -2.099 5.549
C: -1.348 -1.185 3.828
C: 4.194 -4.298 2.889
C: 4.316 -5.159 1.624
C: 5.549 -3.642 3.186
C: 3.838 -5.213 4.060
C: 1.322 -1.206 -2.239
O: 0.311 -0.443 -1.808
C: 1.203 -2.074 -3.331
C: 2.337 -2.817 -3.680
C: -0.066 -2.299 -4.167
C: 0.245 -1.984 -5.639
C: -1.278 -1.450 -3.767
C: -0.484 -3.773 -4.041
H: 6.802 -3.190 -4.129
H: 6.193 -1.960 -3.022
H: 5.624 -1.996 -4.691
H: 5.377 -5.054 -4.885
H: 4.179 -3.926 -5.513
H: 3.692 -5.208 -4.393
H: 6.099 -5.042 -2.553
H: 4.441 -5.105 -1.934
H: 5.536 -3.824 -1.412
H: 4.575 -1.783 -1.393
H: 4.230 -2.291 1.048
H: 1.801 -3.849 4.178
H: -0.266 -4.444 4.125
H: -1.285 -3.739 2.866
H: -1.807 -3.701 4.552
H: 0.879 -2.875 5.847
H: -0.694 -2.166 6.209
H: 0.649 -1.130 5.711
H: -1.768 -1.263 2.826
H: -0.969 -0.173 3.955
H: -2.154 -1.346 4.548
H: 4.593 -4.557 0.757
H: 3.369 -5.653 1.396
H: 5.081 -5.927 1.758
H: 5.882 -3.015 2.358
H: 6.311 -4.407 3.349
H: 5.495 -3.018 4.079
H: 2.902 -5.747 3.889
H: 3.751 -4.657 4.996
H: 4.623 -5.960 4.191
H: 2.243 -3.491 -4.520
H: 0.548 -0.942 -5.754
H: -0.646 -2.148 -6.249
H: 1.041 -2.612 -6.039
H: -1.076 -0.383 -3.839
H: -1.609 -1.659 -2.751
H: -2.097 -1.693 -4.449
H: 0.302 -4.455 -4.366
H: -1.368 -3.961 -4.654
H: -0.734 -4.015 -3.005
S: -7.668 0.366 0.109
N: -6.714 -0.938 0.076
C: -5.467 -0.499 0.060
C: -4.278 -1.335 0.061
C: -4.298 -2.706 0.091
C: -3.078 -3.411 0.092
C: -1.907 -2.694 0.066
N: -1.857 -1.352 0.038
C: -3.033 -0.648 0.031
C: -2.934 0.756 -0.004
N: -1.664 1.299 -0.033
C: -1.557 2.646 -0.060
C: -2.626 3.499 -0.065
C: -3.932 2.958 -0.037
C: -4.080 1.596 -0.006
C: -5.369 0.921 0.028
N: -6.546 1.524 0.020
H: -5.246 -3.226 0.113
H: -3.049 -4.490 0.114
H: -0.945 -3.197 0.070
H: -0.543 3.028 -0.081
H: -2.460 4.565 -0.088
H: -4.806 3.595 -0.039

Values from the calculation:
LUMO level (alpha / beta)	-0.30 / -0.39	eV
HOMO-LUMO gap (alpha / beta)	5.34 / 7.79	eV
multiplicity	3